# 1
{
  "formula": "C30H32F10O27Si",
  "method": "the ωB97M-V functional and the def2-TZVPD basis",
  "charge": 0,
  "lumo_energy_ha": 0.00394,
  "multiplicity": 1,
  "e_tot_ev": -121963.989,
  "max_force_ev_per_a": 2.49,
  "e_above_lowest_ev": 1.4174,
  "smiles": "O=C1OC[C@@H](F)O1.O=C1OC[C@@H](F)O1.O=C1OC[C@@H](F)O1.O=C1OC[C@@H](F)O1.O=C1OC[C@@H](F)O1.O=C1OC[C@@H](F)O1.O=C1OC[C@@H](F)O1.O=C1OC[C@@H](F)O1.O=C1OC[C@@H](F)O1.C#CC[SiH2]F",
  "orbital_gap_ev": 9.70,
  "elements": ["C", "C", "C", "Si", "F", "H", "H", "H", "H", "H", "C", "C", "O", "C", "O", "O", "F", "H", "H", "H", "C", "C", "O", "C", "O", "O", "F", "H", "H", "H", "C", "C", "O", "C", "O", "O", "F", "H", "H", "H", "C", "C", "O", "C", "O", "O", "F", "H", "H", "H", "C", "C", "O", "C", "O", "O", "F", "H", "H", "H", "C", "C", "O", "C", "O", "O", "F", "H", "H", "H", "C", "C", "O", "C", "O", "O", "F", "H", "H", "H", "C", "C", "O", "C", "O", "O", "F", "H", "H", "H", "C", "C", "O", "C", "O", "O", "F", "H", "H", "H"],
  "xyz": [[-0.07891, -1.34840, 4.68710], [-1.15686, -0.80035, 4.47370], [-2.59727, -0.18432, 4.17300], [-3.84920, -1.60848, 4.59674], [-3.24405, -2.34931, 5.98936], [0.68990, -2.15721, 4.67576], [-2.66373, 0.08518, 3.08440], [-2.77737, 0.67852, 4.87159], [-3.94140, -2.51127, 3.43992], [-5.13968, -1.00595, 4.93098], [1.41700, -3.75204, 0.81453], [0.50994, -4.55973, 1.69205], [-0.41214, -3.59773, 2.17071], [-0.48604, -2.64904, 1.20106], [-1.34079, -1.83538, 1.13959], [0.53771, -2.75032, 0.31308], [1.18487, -5.07812, 2.74737], [2.22759, -3.27606, 1.37156], [1.84732, -4.33961, 0.00422], [-0.02909, -5.35579, 1.17192], [-2.37006, -3.00143, -1.56956], [-3.18358, -2.77349, -2.80419], [-2.35202, -3.28321, -3.83350], [-1.60804, -4.26566, -3.25123], [-0.99648, -5.09050, -3.85744], [-1.65475, -4.19327, -1.89371], [-3.37951, -1.44902, -3.02194], [-1.66046, -2.19396, -1.37510], [-2.98844, -3.14325, -0.68425], [-4.14229, -3.29547, -2.81456], [-5.50811, -7.18547, -5.63850], [-4.63166, -6.04873, -6.07173], [-4.84751, -5.07972, -5.06371], [-5.14988, -5.78180, -3.93610], [-5.12904, -5.32199, -2.83722], [-5.46969, -7.07190, -4.21871], [-5.04152, -5.53997, -7.25793], [-6.53898, -7.07638, -5.98395], [-5.12904, -8.15309, -5.96553], [-3.56763, -6.29339, -6.12356], [-1.26835, 3.38923, 1.38438], [-2.21953, 4.52261, 1.16574], [-3.45940, 3.86636, 0.97851], [-3.37439, 2.70746, 1.69462], [-4.30925, 2.03273, 1.99043], [-2.08854, 2.42232, 2.03549], [-1.91405, 5.20429, 0.03305], [-0.88934, 2.97069, 0.44886], [-0.42278, 3.67128, 2.00947], [-2.29270, 5.21649, 2.00684], [1.03077, -1.36302, -3.10949], [1.85218, -1.75894, -4.29873], [3.15110, -1.90129, -3.75308], [2.96741, -2.26741, -2.45321], [3.82347, -2.73139, -1.76158], [1.69537, -2.04791, -2.04307], [1.87913, -0.77293, -5.22971], [1.05266, -0.28090, -2.91686], [-0.00832, -1.68204, -3.19605], [1.54577, -2.69810, -4.76731], [6.54012, -1.10079, -0.70042], [7.41146, 0.03840, -1.13632], [7.19544, 1.00870, -0.13137], [6.89672, 0.30625, 1.00260], [6.91681, 0.76562, 2.09770], [6.58047, -0.98716, 0.71966], [6.99666, 0.54591, -2.32513], [5.50872, -0.99694, -1.04354], [6.92191, -2.06713, -1.02773], [8.47615, -0.20311, -1.19068], [-0.85945, 0.85010, 7.90631], [0.00460, 1.98485, 7.44663], [-0.20059, 2.96684, 8.44407], [-0.48419, 2.27736, 9.58856], [-0.45140, 2.74914, 10.67869], [-0.80201, 0.98004, 9.32434], [-0.42521, 2.47771, 6.25864], [-1.89604, 0.94943, 7.57467], [-0.48011, -0.11916, 7.58452], [1.06856, 1.74360, 7.38194], [-0.04339, 9.00431, 0.74319], [0.80333, 8.73370, -0.46411], [1.52056, 7.57078, -0.09631], [0.71354, 6.89963, 0.77366], [0.86306, 5.76110, 1.08305], [-0.28998, 7.69185, 1.23892], [1.68607, 9.73828, -0.67760], [0.48281, 9.58693, 1.50312], [-0.97495, 9.51182, 0.49467], [0.23618, 8.54110, -1.37838], [3.75442, 2.67497, -4.08343], [2.81402, 3.81934, -4.31495], [1.57867, 3.17209, -4.55927], [1.63308, 2.00269, -3.86522], [0.68534, 1.32424, -3.61512], [2.90277, 1.70349, -3.48334], [3.16132, 4.52217, -5.41887], [4.16509, 2.27360, -5.01290], [4.57837, 2.93840, -3.42092], [2.71082, 4.49739, -3.46385]]
}

=====

# 2
{
  "formula": "CH6O3",
  "method": "the ωB97M-V functional and the def2-TZVPD basis",
  "charge": 1,
  "lumo_energy_ha": [-0.26577, -0.39278],
  "multiplicity": 2,
  "e_tot_ev": -7265.192,
  "max_force_ev_per_a": 4.54,
  "e_above_lowest_ev": 0.0000,
  "orbital_gap_ev": [7.78, 4.30],
  "elements": ["O", "C", "H", "H", "H", "H", "O", "H", "H", "O"],
  "xyz": [[-0.50265, -1.24583, -1.15252], [-1.38548, -1.22903, -0.34455], [-2.08346, -1.95678, -0.33302], [-1.44111, -0.34016, 0.30922], [-0.33950, 1.73701, 0.18228], [-1.81155, 1.52998, -0.25511], [-1.22006, 1.56154, 0.53241], [2.61412, 0.05391, 1.51640], [2.74579, -0.18242, 0.01858], [2.80129, 0.50087, 0.69872]]
}

=====

# 3
{
  "formula": "C29H30F3N6OPdS",
  "method": "the ωB97M-V functional and the def2-TZVPD basis",
  "charge": -1,
  "lumo_energy_ha": 0.06162,
  "multiplicity": 1,
  "e_tot_ev": -64013.829,
  "max_force_ev_per_a": 1.84,
  "orbital_gap_ev": 4.44,
  "elements": ["Pd", "C", "C", "C", "S", "O", "C", "C", "C", "H", "H", "H", "H", "H", "H", "H", "H", "H", "H", "H", "H", "H", "H", "F", "C", "F", "F", "C", "C", "C", "C", "C", "C", "C", "C", "H", "H", "H", "H", "N", "C", "C", "C", "C", "C", "C", "C", "N", "C", "C", "N", "C", "H", "H", "H", "H", "H", "H", "H", "N", "C", "C", "N", "C", "C", "N", "H", "H", "H", "H", "H"],
  "xyz": [[0.24992, 0.46327, -0.26573], [5.42312, -2.05423, -0.09793], [5.32122, -0.77233, -0.91513], [4.35722, 0.22617, -0.29893], [2.53082, -0.21623, -0.38753], [2.48032, -1.61983, 0.03847], [2.39912, -0.19063, -2.24173], [2.19902, -1.59463, -2.77873], [0.75902, -2.04373, -2.56673], [6.10442, -2.75593, -0.57503], [4.44042, -2.50523, -0.00253], [5.79782, -1.83543, 0.89907], [5.00502, -1.01473, -1.93153], [6.31082, -0.30353, -0.98713], [4.43902, 1.20647, -0.76693], [4.55402, 0.32847, 0.76707], [3.27472, 0.29737, -2.66533], [1.50852, 0.42677, -2.42893], [2.86722, -2.27273, -2.24083], [2.46062, -1.63133, -3.84223], [0.49162, -1.92413, -1.51023], [0.63032, -3.08933, -2.83893], [0.06992, -1.44113, -3.15843], [-5.73268, 0.55147, -7.12073], [-6.44408, 0.23837, -6.00383], [-7.37908, 1.21287, -5.91323], [-7.12038, -0.88123, -6.31743], [-5.57758, 0.12757, -4.80003], [-5.25218, -1.10383, -4.23483], [-4.32368, -1.17313, -3.22033], [-3.68058, -0.01793, -2.74493], [-4.07728, 1.21917, -3.28393], [-4.99968, 1.29307, -4.29693], [-2.62188, -0.05423, -1.82103], [-1.64428, -0.04313, -1.08413], [-5.72698, -2.00243, -4.60193], [-4.06018, -2.13143, -2.79753], [-3.61388, 2.11867, -2.90773], [-5.27838, 2.24817, -4.71793], [0.60452, -4.89183, 9.07577], [0.49562, -4.14763, 8.20097], [0.38602, -3.22093, 7.15657], [0.39292, -3.62523, 5.81057], [0.32712, -2.69943, 4.79737], [0.26452, -1.32523, 5.08217], [0.22692, -0.92603, 6.42797], [0.28352, -1.84883, 7.44267], [0.27522, -0.37763, 4.06327], [-0.03928, 0.95807, 4.17657], [0.17452, 1.51647, 2.95527], [0.63572, 0.56877, 2.09157], [0.68002, -0.54973, 2.76937], [0.45682, -4.67913, 5.57997], [0.31752, -3.04363, 3.77497], [0.16892, 0.12137, 6.68467], [0.26422, -1.52473, 8.47447], [-0.42058, 1.40057, 5.07327], [0.06042, 2.54097, 2.65397], [1.03422, -1.47083, 2.35257], [-2.17258, 4.99187, -0.28773], [-0.93018, 4.46847, -0.52933], [-0.77888, 3.17087, -1.02723], [0.42242, 2.61177, -1.19673], [1.47492, 3.38077, -0.85283], [1.31182, 4.67637, -0.41033], [0.12142, 5.25067, -0.25253], [-2.95478, 4.55677, -0.74693], [-2.21938, 5.98827, -0.15693], [-1.63368, 2.57127, -1.32093], [2.46472, 2.96287, -1.00393], [2.16402, 5.30897, -0.19593]]
}

=====

# 4
{
  "formula": "C6H10",
  "method": "the ωB97M-V functional and the def2-TZVPD basis",
  "charge": 0,
  "lumo_energy_ha": 0.03130,
  "multiplicity": 1,
  "e_tot_ev": -6379.109,
  "max_force_ev_per_a": 0.64,
  "e_above_lowest_ev": 4.7502,
  "orbital_gap_ev": 8.71,
  "elements": ["C", "C", "C", "C", "C", "C", "H", "H", "H", "H", "H", "H", "H", "H", "H", "H"],
  "xyz": [[1.71997, -0.04472, 0.42546], [0.25077, -0.03413, 0.04008], [-0.29508, 0.24952, -1.36650], [-1.61666, -0.25800, -0.71567], [-0.70001, -1.23968, 0.07495], [-0.71508, 0.92864, 0.76440], [2.17273, 0.94034, 0.25800], [2.27852, -0.77649, -0.17119], [1.85083, -0.30137, 1.48367], [-0.25997, 1.27196, -1.76041], [0.02338, -0.46175, -2.13562], [-1.81606, 0.70930, 0.22890], [-1.05076, -1.62070, 1.04117], [-0.41697, -2.07296, -0.57664], [-0.53874, 1.99559, 0.58337], [-0.88685, 0.71446, 1.82603]]
}

=====

# 5
{
  "formula": "C5H14N2O",
  "method": "the ωB97M-V functional and the def2-TZVPD basis",
  "charge": 0,
  "lumo_energy_ha": 0.02415,
  "multiplicity": 1,
  "e_tot_ev": -10437.822,
  "max_force_ev_per_a": 3.78,
  "e_above_lowest_ev": 3.2062,
  "orbital_gap_ev": 8.44,
  "elements": ["C", "O", "H", "H", "H", "H", "C", "C", "C", "C", "N", "N", "H", "H", "H", "H", "H", "H", "H", "H", "H", "H"],
  "xyz": [[-1.54257, -1.94316, -0.56426], [-2.60891, -1.05135, -0.24201], [-2.54596, -0.13398, -0.52543], [-1.91998, -2.96223, -0.42350], [-1.28676, -1.88410, -1.63111], [-0.13445, -0.38424, -0.79977], [1.96837, -0.46396, -0.33332], [0.75450, 1.62500, -1.08547], [0.09800, 0.40777, 1.06037], [0.65002, 0.31608, -0.31679], [-0.24540, 1.61437, 1.58495], [-0.21239, -0.73666, 1.59829], [0.03306, 2.45843, 1.11627], [-0.79411, 1.65018, 2.42869], [-0.69293, -0.67613, 2.49137], [-0.77694, -1.69471, 0.53419], [1.86525, -1.39161, 0.22533], [2.76915, 0.11495, 0.12943], [2.24792, -0.70990, -1.35701], [1.50615, 2.29174, -0.65346], [-0.20522, 2.14036, -1.13051], [1.07320, 1.41314, -2.10625]]
}

=====

# 6
{
  "formula": "C4H3N3S2",
  "method": "the ωB97M-V functional and the def2-TZVPD basis",
  "charge": 0,
  "lumo_energy_ha": [-0.01529, -0.01529],
  "multiplicity": 1,
  "e_tot_ev": -30334.529,
  "max_force_ev_per_a": 3.91,
  "e_above_lowest_ev": 1.2394,
  "smiles": "N#CN/N=c1/ccss1",
  "orbital_gap_ev": [7.91, 7.91],
  "elements": ["C", "C", "C", "C", "N", "N", "N", "S", "S", "H", "H", "H"],
  "xyz": [[-2.12268, -2.05491, -1.44556], [1.06052, 1.29105, -0.16968], [1.87772, 1.68215, 0.84599], [0.14072, 0.20692, 0.03122], [-2.65666, -2.75157, -2.19400], [-0.47266, -0.53297, -0.85659], [-1.46592, -1.44431, -0.50730], [1.53024, 1.14522, 2.46223], [0.16119, -0.24111, 1.82222], [1.05738, 1.58153, -1.15629], [2.63459, 2.36656, 0.76146], [-1.74444, -1.24857, 0.40629]]
}